Entry 1:
The following is a DFT calculation (ωB97M-V with the def2-TZVPD basis set) of one molecule with the formula C5H12N2 at a distorted geometry.

Atoms and positions in Å:
C (0.50925, -0.58735, -0.39381)
C (1.57886, -0.23609, -1.39317)
C (-2.02027, -0.42607, -1.27134)
C (0.61572, 1.50554, 2.59391)
C (-0.72457, -1.38911, -0.84946)
N (0.41721, 0.18127, 0.75905)
N (1.13153, 1.13360, 1.26353)
H (2.51790, -0.68543, -0.91947)
H (1.57852, 0.87279, -1.44405)
H (1.41438, -0.65763, -2.37664)
H (-2.83027, -0.94153, -1.78590)
H (-1.56824, 0.34290, -1.93972)
H (-2.41891, 0.11522, -0.36906)
H (0.96553, 0.66973, 3.21758)
H (1.04353, 2.48204, 2.79860)
H (-0.44805, 1.53654, 2.52487)
H (-0.17818, -1.96188, -1.60631)
H (-1.13250, -1.96138, -0.05583)
H (-0.45145, 0.00683, 1.24723)

Properties
**HOMO-LUMO gap (alpha / beta)**: 7.772 / 7.778 eV
**E_HOMO (alpha / beta)**: -6.817 / -6.823 eV
**Strongest force on any atom**: 3.060 eV/Å
**DFT total energy**: -307.09431 hartree
**Multiplicity**: 1

---

Entry 2:
The following is a DFT calculation (ωB97M-V with the def2-TZVPD basis set) of a 2-piece molecular cluster, C18H17F4N4 overall at a distorted geometry.

Atoms and positions in Å:
F (-1.36037, -3.20882, 3.02673)
C (-0.21305, -2.44801, 2.93653)
C (0.98057, -3.01572, 3.37717)
C (2.11309, -2.19998, 3.29172)
F (3.32038, -2.71715, 3.70416)
C (2.07596, -0.90705, 2.80893)
C (0.84145, -0.32659, 2.37040)
C (0.89499, 1.02459, 1.92904)
C (-0.10380, 1.87619, 1.38271)
C (0.34070, 3.14806, 0.89116)
C (-0.55910, 4.03407, 0.33783)
F (-0.09309, 5.24060, -0.13387)
C (-1.92697, 3.77476, 0.22910)
C (-2.34787, 2.53771, 0.71181)
F (-3.69296, 2.23958, 0.63137)
C (-1.50208, 1.59955, 1.29273)
C (-0.31791, -1.16126, 2.42154)
H (1.03295, -4.03255, 3.75037)
H (2.98067, -0.29891, 2.75222)
H (1.90186, 1.45948, 1.94328)
H (1.40596, 3.37792, 0.95313)
H (-2.61237, 4.48836, -0.21470)
H (-1.91669, 0.67095, 1.66651)
H (-1.27444, -0.81184, 2.05472)
N (1.67507, 6.48034, 2.60922)
N (1.19855, 5.61624, 3.19896)
N (0.64679, 4.62023, 3.68795)
C (0.65333, 4.65185, 5.15524)
C (-0.14931, 3.44366, 5.62387)
C (-0.11701, 3.24711, 7.15498)
C (-0.08989, 1.72286, 7.35790)
C (0.41095, 1.13559, 6.01412)
N (0.35759, 2.23273, 5.10256)
H (1.68478, 4.54812, 5.55824)
H (0.18351, 5.57208, 5.55896)
H (-1.20289, 3.58781, 5.29146)
H (0.81473, 3.68797, 7.52750)
H (-0.94976, 3.75766, 7.64156)
H (0.55909, 1.44401, 8.19081)
H (-1.10155, 1.36078, 7.55790)
H (1.45047, 0.77370, 6.11214)
H (-0.19655, 0.27373, 5.68424)
H (0.62420, 2.14296, 4.12758)

Properties
**HOMO-LUMO gap**: 4.122 eV
**E_HOMO**: -10.958 eV
**Strongest force on any atom**: 3.331 eV/Å
**DFT total energy**: -1314.21340 hartree
**Net charge**: +1
**Multiplicity**: 1

---

Entry 3:
The following is a DFT calculation (ωB97M-V with the def2-TZVPD basis set) of C26H22BrI2NO3SeSr as an isolated structure.

Atoms and positions in Å:
Sr (0.57615, 0.60314, -0.17550)
C (-0.05258, 0.60693, -7.36085)
O (-0.50830, -0.67209, -6.94654)
C (-0.42824, -0.97388, -5.63146)
C (-0.84144, -2.28155, -5.29814)
C (-0.78435, -2.65872, -3.99086)
C (-0.34337, -1.80177, -2.94778)
C (-0.36043, -2.31820, -1.60211)
C (-0.67130, -3.77190, -1.34348)
O (-0.13704, -1.62146, -0.59006)
C (0.07138, -0.47080, -3.30322)
O (0.50237, 0.39582, -2.45428)
C (0.01393, -0.09681, -4.66988)
H (-0.13688, 0.61690, -8.44316)
H (0.98818, 0.76058, -7.06937)
H (-0.67458, 1.39634, -6.93386)
H (-1.19001, -2.94523, -6.07549)
H (-1.10749, -3.66141, -3.74753)
H (-0.09388, -4.43916, -1.98171)
H (-1.72884, -3.97373, -1.52595)
H (-0.45542, -3.99106, -0.30083)
H (0.33510, 0.90491, -4.90995)
I (4.24370, 0.63984, -1.65672)
C (3.92589, -0.89450, -0.30111)
C (4.91686, -1.85601, -0.13568)
C (4.70347, -2.85490, 0.79342)
C (3.52290, -2.85154, 1.52436)
C (2.60465, -1.85239, 1.28128)
N (2.78679, -0.88169, 0.37395)
H (5.82362, -1.80183, -0.71953)
H (5.45186, -3.61991, 0.95411)
H (3.31903, -3.60269, 2.27369)
H (1.68347, -1.80391, 1.84800)
Se (0.80099, 1.86757, 2.51297)
C (1.78113, 3.48095, 2.16038)
C (1.71482, 4.55997, 3.04277)
C (2.41304, 5.73419, 2.80599)
C (3.20593, 5.87216, 1.67438)
C (3.29182, 4.80780, 0.78714)
C (2.59195, 3.63558, 1.03393)
H (1.09882, 4.47084, 3.92928)
H (2.33340, 6.54880, 3.51575)
H (3.75182, 6.78784, 1.48869)
H (3.91112, 4.88188, -0.09879)
H (2.71512, 2.81632, 0.33051)
Br (-1.02430, -2.46787, 5.92206)
C (-1.74052, -0.77916, 5.47020)
C (-2.18586, 0.02445, 6.51438)
C (-2.71078, 1.27534, 6.24863)
C (-2.79125, 1.73016, 4.93941)
C (-2.35013, 0.92932, 3.90354)
C (-1.82464, -0.33713, 4.16025)
I (-1.18572, -1.44226, 2.54075)
H (-2.10942, -0.34076, 7.52876)
H (-3.04972, 1.89373, 7.06915)
H (-3.18398, 2.71364, 4.71970)
H (-2.38267, 1.29004, 2.88573)

Properties
**HOMO-LUMO gap**: 6.879 eV
**E_HOMO**: -6.742 eV
**Strongest force on any atom**: 0.649 eV/Å
**DFT total energy**: -6886.08703 hartree
**Multiplicity**: 1

---

Entry 4:
The following is a DFT calculation (ωB97M-V with the def2-TZVPD basis set) of C59H48BrCl8GeN3OP2SW as an isolated structure at a distorted geometry.

Atoms and positions in Å:
W (-0.35450, -0.11080, -0.94886)
Cl (-2.90967, 2.36369, -0.75268)
C (-2.58582, 1.75236, -2.33240)
C (-1.72095, 0.65599, -2.47812)
C (-1.77807, 0.11060, -3.78439)
Cl (-0.94583, -1.35240, -4.14896)
C (-2.53276, 0.63071, -4.83104)
Cl (-2.55274, -0.14481, -6.35685)
C (-3.28833, 1.78055, -4.63152)
Cl (-4.21575, 2.44339, -5.89476)
C (-3.31736, 2.34002, -3.35836)
Cl (-4.28274, 3.72373, -3.06197)
O (3.61167, -5.10333, 3.07393)
C (3.45260, -4.17981, 2.13862)
C (4.35724, -3.92882, 1.10441)
C (4.07100, -2.93359, 0.19727)
N (2.96753, -2.16849, 0.25500)
C (2.13895, -2.43607, 1.23617)
Br (0.52069, -1.34241, 1.37780)
C (2.29089, -3.39849, 2.20124)
H (4.42600, -5.61341, 2.98262)
H (5.26385, -4.51183, 1.00093)
H (4.74822, -2.72142, -0.62122)
H (1.56029, -3.56565, 2.98115)
C (6.37066, 3.57564, 3.68714)
S (5.38728, 2.82077, 2.39751)
C (4.10812, 1.99783, 3.38129)
C (3.03069, 1.38027, 2.49861)
C (2.26278, 2.44323, 1.70183)
N (1.37561, 1.90130, 0.66690)
P (2.02394, 0.86348, -0.56545)
C (3.77555, 1.39975, -0.73471)
C (4.81390, 0.54097, -0.37805)
C (6.13780, 0.92546, -0.55262)
C (6.43104, 2.17899, -1.06845)
C (5.39829, 3.04718, -1.40126)
C (4.07402, 2.66130, -1.25056)
C (1.32763, 1.56151, -2.12037)
C (1.48314, 0.76547, -3.26638)
C (1.09344, 1.25544, -4.50418)
C (0.53267, 2.51837, -4.60266)
C (0.40044, 3.32614, -3.47294)
C (0.81666, 2.85921, -2.24425)
P (-0.36764, 1.96633, 0.61518)
C (-1.16003, 1.35391, 2.16361)
C (-0.52132, 1.30409, 3.40483)
C (-1.24293, 1.10658, 4.57186)
C (-2.62417, 0.98899, 4.52402)
C (-3.26401, 0.98309, 3.29607)
C (-2.54114, 1.14089, 2.12333)
C (-0.63341, 3.78565, 0.89523)
C (-0.84931, 4.68435, -0.15386)
C (-1.03130, 6.03520, 0.09351)
C (-1.01710, 6.52205, 1.39124)
C (-0.80595, 5.64305, 2.44096)
C (-0.62337, 4.28966, 2.19847)
H (7.16024, 4.14874, 3.20562)
H (6.80173, 2.79230, 4.31460)
H (5.73313, 4.23286, 4.28143)
H (3.69885, 2.75245, 4.05950)
H (4.61097, 1.23232, 3.98021)
H (2.36275, 0.80164, 3.13542)
H (3.48798, 0.67278, 1.80241)
H (2.99293, 3.10120, 1.21506)
H (1.66216, 3.06668, 2.36509)
H (4.59161, -0.43249, 0.02910)
H (6.93750, 0.24342, -0.29215)
H (7.46007, 2.47623, -1.22231)
H (5.62487, 4.02698, -1.80073)
H (3.28994, 3.34649, -1.54065)
H (1.99356, -0.18899, -3.19910)
H (1.23180, 0.65375, -5.39295)
H (0.22492, 2.89481, -5.57000)
H (0.00013, 4.32824, -3.56444)
H (0.80431, 3.50407, -1.37709)
H (0.54875, 1.43400, 3.46781)
H (-0.72590, 1.07453, 5.52232)
H (-3.19183, 0.88601, 5.43883)
H (-4.33677, 0.85155, 3.24513)
H (-3.07012, 1.10956, 1.18389)
H (-0.91618, 4.34540, -1.17647)
H (-1.19712, 6.71175, -0.73448)
H (-1.18897, 7.57268, 1.58139)
H (-0.80429, 6.00285, 3.46118)
H (-0.50025, 3.63961, 3.04876)
Cl (3.41704, -2.94274, -3.31198)
C (1.96179, -3.65633, -2.55495)
Cl (2.43876, -4.89669, -1.38617)
Cl (0.93424, -4.37638, -3.80790)
C (1.21907, -2.58527, -1.92730)
N (0.54502, -1.70655, -1.61079)
C (-1.34011, -6.37463, -1.24230)
C (-2.12272, -5.68116, -2.15041)
C (-2.33399, -4.31482, -2.00010)
C (-1.78009, -3.61807, -0.92907)
C (-1.00126, -4.33490, -0.01628)
C (-0.78408, -5.69604, -0.16641)
Ge (-2.32529, -1.73521, -0.43950)
C (-2.99823, -2.31519, 1.36801)
C (-4.02530, -3.25912, 1.28050)
C (-4.49416, -3.90514, 2.41197)
C (-3.97033, -3.60122, 3.66127)
C (-2.96102, -2.65914, 3.76264)
C (-2.47031, -2.03448, 2.62089)
C (-4.01086, -1.36092, -1.42448)
C (-5.12212, -0.96098, -0.67956)
C (-6.38672, -0.92771, -1.24903)
C (-6.55963, -1.27984, -2.57905)
C (-5.45707, -1.62555, -3.34791)
C (-4.19055, -1.63649, -2.78079)
H (-1.17453, -7.43700, -1.36409)
H (-2.59282, -6.20707, -2.97203)
H (-2.97939, -3.81251, -2.70587)
H (-0.60709, -3.84808, 0.86716)
H (-0.19936, -6.23334, 0.57095)
H (-4.45646, -3.50015, 0.31631)
H (-5.26848, -4.65479, 2.31322)
H (-4.34613, -4.09750, 4.54605)
H (-2.54629, -2.40486, 4.73069)
H (-1.66777, -1.31996, 2.74081)
H (-5.00263, -0.71514, 0.36957)
H (-7.23962, -0.63646, -0.64971)
H (-7.54814, -1.27138, -3.01831)
H (-5.58231, -1.89382, -4.38933)
H (-3.34410, -1.88063, -3.40795)

Properties
**HOMO-LUMO gap (alpha / beta)**: 3.523 / 3.943 eV
**Expectation value of S²**: 0.80
**E_HOMO (alpha / beta)**: -14.251 / -14.253 eV
**Strongest force on any atom**: 3.092 eV/Å
**DFT total energy**: -11996.01616 hartree
**Net charge**: +3
**Multiplicity**: 2